[1]
{
  "formula": "C3H4N2O",
  "method": "ωB97M-V/def2-TZVPD",
  "relative_energy_kcal_mol": 59.20,
  "e_lumo_ev": 0.482,
  "species": ["C", "N", "C", "N", "C", "O", "H", "H", "H", "H"],
  "xyz": [[-0.161, -0.391, 0.141], [-1.307, -1.083, 0.060], [0.069, 1.046, -0.141], [1.051, -0.876, 0.301], [1.640, 0.273, -0.051], [2.743, 0.652, -0.287], [-2.137, -0.653, -0.322], [-1.240, -2.092, 0.021], [-0.918, 1.402, -0.423], [0.260, 1.721, 0.700]],
  "nbo_charge": [0.509, -0.764, -0.708, -0.593, 0.777, -0.513, 0.408, 0.412, 0.229, 0.243]
}

=====

[2]
{
  "formula": "C2H2N3O",
  "method": "ωB97M-V/def2-TZVPD",
  "relative_energy_kcal_mol": 164.45,
  "e_lumo_ev": [-10.060, -10.056],
  "charge": 1,
  "species": ["C", "C", "N", "N", "N", "O", "H", "H"],
  "xyz": [[-0.626, 1.453, 0.056], [-0.780, 0.098, 0.130], [-0.471, 2.586, -0.036], [-1.359, -0.938, 0.041], [1.460, -0.670, -0.194], [-1.857, -1.962, 0.014], [1.848, 0.063, -0.783], [1.785, -0.630, 0.772]],
  "nbo_charge": [0.114, 0.166, -0.051, 0.369, -0.324, -0.018, 0.373, 0.371]
}

=====

[3]
{
  "formula": "C19H60BClNO13S",
  "method": "ωB97M-V/def2-TZVPD",
  "e_lumo_ev": -2.978,
  "charge": 1,
  "species": ["C", "C", "C", "C", "C", "N", "S", "C", "C", "C", "Cl", "B", "O", "O", "H", "H", "H", "H", "H", "H", "H", "H", "H", "H", "H", "H", "H", "H", "H", "H", "C", "O", "H", "H", "H", "H", "C", "O", "H", "H", "H", "H", "C", "O", "H", "H", "H", "H", "C", "O", "H", "H", "H", "H", "C", "O", "H", "H", "H", "H", "C", "O", "H", "H", "H", "H", "C", "O", "H", "H", "H", "H", "C", "O", "H", "H", "H", "H", "C", "O", "H", "H", "H", "H", "C", "O", "H", "H", "H", "H", "C", "O", "H", "H", "H", "H"],
  "xyz": [[3.201, -1.058, 1.294], [2.241, -0.514, 1.758], [1.077, 0.132, 2.350], [-0.134, 0.123, 1.385], [-1.390, -0.080, 2.207], [-2.672, 0.357, 1.524], [-2.785, -0.253, -0.143], [-3.856, -0.002, 2.422], [-4.400, -1.426, 2.269], [-5.612, -1.498, 1.348], [-4.879, -1.928, 3.920], [-2.750, 1.934, 1.424], [-2.060, 2.663, 2.330], [-3.445, 2.419, 0.387], [4.122, -1.444, 0.924], [1.355, 1.160, 2.584], [0.812, -0.373, 3.280], [-0.002, -0.686, 0.675], [-0.154, 1.069, 0.840], [-1.336, 0.425, 3.167], [-1.508, -1.142, 2.428], [-2.886, -1.561, 0.127], [-4.658, 0.708, 2.216], [-3.514, 0.146, 3.443], [-3.622, -2.117, 1.954], [-6.529, -1.317, 1.901], [-5.696, -2.465, 0.860], [-5.527, -0.747, 0.563], [-2.382, 2.639, 3.238], [-4.198, 2.968, 0.696], [4.207, -1.632, -2.776], [4.600, -0.654, -1.810], [4.654, -2.582, -2.491], [3.121, -1.748, -2.794], [4.557, -1.373, -3.776], [4.202, 0.181, -2.071], [-9.182, -2.419, -0.166], [-8.024, -3.207, 0.127], [-9.015, -1.422, 0.234], [-9.349, -2.345, -1.239], [-10.072, -2.841, 0.304], [-8.172, -4.087, -0.229], [6.543, -2.322, -6.607], [5.157, -2.242, -6.283], [6.862, -3.338, -6.392], [6.720, -2.116, -7.665], [7.139, -1.631, -6.005], [4.864, -1.348, -6.480], [-6.373, 0.602, -2.501], [-5.062, 0.234, -2.909], [-6.999, 0.583, -3.390], [-6.786, -0.103, -1.772], [-6.397, 1.613, -2.082], [-4.492, 0.248, -2.137], [-4.451, 5.836, 1.836], [-5.113, 4.727, 1.215], [-4.091, 5.496, 2.803], [-3.602, 6.176, 1.241], [-5.143, 6.664, 1.990], [-5.445, 5.023, 0.362], [7.538, 1.717, -2.173], [6.369, 2.070, -1.428], [8.041, 2.629, -2.481], [8.215, 1.124, -1.559], [7.268, 1.138, -3.060], [5.970, 1.233, -1.172], [-10.419, 0.289, -2.443], [-11.106, -0.583, -1.556], [-9.645, -0.298, -2.933], [-11.085, 0.694, -3.209], [-9.946, 1.119, -1.909], [-11.799, -0.079, -1.120], [9.170, -1.095, 0.076], [10.149, -0.378, -0.676], [8.951, -2.015, -0.456], [9.564, -1.336, 1.067], [8.245, -0.521, 0.179], [10.337, 0.435, -0.199], [7.420, 5.292, -0.186], [7.810, 4.976, -1.515], [8.243, 5.839, 0.268], [6.528, 5.924, -0.167], [7.229, 4.388, 0.398], [7.084, 4.489, -1.916], [6.634, -4.322, -0.093], [6.369, -2.935, 0.085], [7.215, -4.649, 0.766], [5.712, -4.908, -0.136], [7.216, -4.506, -1.000], [5.864, -2.623, -0.671], [-0.491, -1.978, 6.228], [0.543, -1.315, 5.502], [-0.637, -2.949, 5.760], [-0.210, -2.131, 7.271], [-1.433, -1.422, 6.192], [0.693, -0.463, 5.921]],
  "lowdin_charge": [0.139, -0.134, -0.189, -0.182, -0.174, -0.378, 1.040, -0.187, -0.719, -0.127, 0.677, -0.769, 0.239, 0.188, 0.022, 0.128, 0.090, 0.106, 0.123, 0.129, 0.145, -0.056, 0.142, 0.107, 0.081, 0.080, 0.080, 0.056, 0.141, 0.114, -0.120, -0.142, 0.074, 0.083, 0.067, 0.077, -0.152, -0.140, 0.072, 0.065, 0.084, 0.077, -0.154, -0.136, 0.078, 0.077, 0.074, 0.069, -0.156, -0.123, 0.079, 0.067, 0.076, -0.005, -0.117, -0.135, 0.079, 0.087, 0.086, 0.092, -0.125, -0.133, 0.070, 0.059, 0.080, 0.042, -0.155, -0.132, 0.069, 0.080, 0.076, 0.083, -0.159, -0.132, 0.069, 0.081, 0.065, 0.073, -0.161, -0.130, 0.077, 0.074, 0.072, 0.051, -0.149, -0.137, 0.080, 0.076, 0.079, 0.035, -0.147, -0.134, 0.080, 0.082, 0.069, 0.077]
}

=====

[4]
{
  "formula": "C3H7NS",
  "method": "ωB97M-V/def2-TZVPD",
  "relative_energy_kcal_mol": 48.81,
  "smiles": "CC(C)=[NH+][S-]",
  "e_lumo_ev": -0.052,
  "species": ["C", "C", "C", "N", "S", "H", "H", "H", "H", "H", "H", "H"],
  "xyz": [[0.037, 0.044, 0.000], [0.437, -0.787, 1.168], [-1.035, -0.414, -0.918], [0.625, 1.202, -0.231], [0.914, 3.053, -1.340], [0.513, -1.830, 0.866], [-0.320, -0.719, 1.950], [1.383, -0.453, 1.585], [-0.614, -0.665, -1.895], [-1.738, 0.399, -1.090], [-1.554, -1.285, -0.526], [1.352, 1.454, 0.430]],
  "nbo_charge": [0.370, -0.672, -0.688, -0.544, -0.301, 0.237, 0.246, 0.230, 0.257, 0.258, 0.222, 0.387]
}

=====

[5]
{
  "formula": "C2H6FMgO2",
  "method": "ωB97M-V/def2-TZVPD",
  "e_lumo_ev": -5.468,
  "charge": 1,
  "species": ["F", "Mg", "O", "H", "C", "O", "C", "H", "H", "H", "H", "H"],
  "xyz": [[-0.184, -0.155, 1.142], [-0.527, 1.036, 2.586], [-0.111, 2.752, 3.101], [0.103, 3.500, 2.545], [-0.500, -1.391, -1.828], [-0.177, -0.140, -1.209], [0.668, -0.144, -0.213], [-0.674, -2.156, -1.060], [-1.413, -1.227, -2.405], [0.318, -1.695, -2.494], [1.178, -1.103, -0.107], [1.319, 0.723, -0.057]],
  "nbo_charge": [-0.620, 1.870, -1.391, 0.490, -0.269, -0.450, 0.350, 0.194, 0.232, 0.212, 0.180, 0.202]
}

=====

[6]
{
  "formula": "C3H7Cl2N3S",
  "method": "ωB97M-V/def2-TZVPD",
  "relative_energy_kcal_mol": 0.00,
  "smiles": "C[C@]1(Cl)CSNN(Cl)N1",
  "e_lumo_ev": 0.560,
  "species": ["C", "C", "C", "N", "N", "N", "S", "Cl", "Cl", "H", "H", "H", "H", "H", "H", "H"],
  "xyz": [[0.088, -0.175, -1.227], [0.612, -0.013, 0.155], [0.146, 1.347, 0.752], [0.197, -1.060, 1.058], [-1.905, -1.524, 0.058], [-1.100, -1.049, 1.391], [-1.761, -0.458, -1.191], [2.388, 0.046, 0.151], [-1.468, -2.354, 2.458], [0.096, 0.749, -1.680], [0.645, -1.081, -1.726], [0.388, 1.402, 1.746], [-0.945, 1.464, 0.571], [0.675, 2.081, 0.310], [0.353, -2.033, 0.720], [-1.504, -2.410, -0.156]],
  "nbo_charge": [-0.582, 0.135, -0.620, -0.486, -0.679, -0.101, 0.437, -0.028, 0.124, 0.234, 0.231, 0.227, 0.231, 0.213, 0.330, 0.335]
}